1.
Formula: C34H49N4O2PPtS3
Source: OMol25
Level of theory: ωB97M-V/def2-TZVPD

## Properties
Multiplicity: 2
E_HOMO (spin up / spin down), eV: -9.31 / -10.60
Energy above the lowest of the compared OMol25 structures with the same formula, charge and spin, kcal per mole: 2.6
E_tot, Ha: -3349.40636
Net charge: +1
⟨S²⟩: 0.756

```
94
Properties=species:S:1:pos:R:3:mulliken_charge:R:1
Pt 0.28319 -1.12289 0.68883 2.466
S -0.10734 -4.26238 -0.57027 -0.197
C -0.17489 -2.93334 0.17536 -0.047
C -0.49530 -1.96835 5.52039 -1.523
C -0.11436 -2.37304 4.09202 2.130
C -1.31099 -3.12163 3.48956 -1.556
C 1.09085 -3.31783 4.11944 -1.791
P 0.28873 -0.86367 3.03764 -0.984
C -1.12313 0.24958 3.40355 1.442
C -1.10848 1.32167 4.29217 -0.446
C -2.24013 2.10142 4.49163 -0.844
C -3.41346 1.81832 3.81158 -0.796
C -3.44487 0.75312 2.92143 -0.673
C -2.31003 -0.01509 2.71478 -0.718
C 1.89265 -0.09788 3.62432 1.998
C 2.05444 1.22316 2.85222 -1.445
C 3.03512 -1.03708 3.19702 -1.830
C 2.02881 0.13741 5.13328 -1.839
H -0.75503 -2.87334 6.07538 0.508
H -1.36302 -1.30956 5.53781 0.291
H 0.31889 -1.47884 6.05328 0.245
H -1.40431 -4.08183 4.00097 0.556
H -1.18734 -3.31595 2.42845 0.095
H -2.24498 -2.58024 3.64124 0.325
H 0.78160 -4.26007 4.57593 0.585
H 1.91076 -2.92101 4.71779 0.268
H 1.46025 -3.53887 3.11554 0.260
H -0.21517 1.57578 4.83892 0.088
H -2.19938 2.93159 5.18419 0.467
H -4.29724 2.42078 3.97494 0.416
H -4.35573 0.51912 2.38439 0.476
H -2.33477 -0.81847 1.98876 0.476
H 2.03898 1.05462 1.77315 0.025
H 3.02133 1.65781 3.11542 0.604
H 1.27912 1.95250 3.06991 0.284
H 2.84426 -1.49960 2.22822 0.233
H 3.20674 -1.82890 3.92473 0.328
H 3.95431 -0.45044 3.12595 0.499
H 1.23157 0.73408 5.56926 0.221
H 2.96954 0.66544 5.30964 0.568
H 2.08153 -0.80291 5.68138 0.345
O 0.11571 -0.82587 -1.86337 -0.392
S 1.03825 -1.36856 -2.92207 0.079
C 0.11262 -2.61123 -3.81112 0.153
C 0.80844 -3.64145 -4.42234 -0.100
C 0.09916 -4.61010 -5.12116 -0.678
C -1.28512 -4.54513 -5.18137 -0.496
C -1.97009 -3.51634 -4.54334 -0.733
C -1.27110 -2.53956 -3.85358 -0.142
C 1.04169 -0.09869 -4.19250 0.394
C 0.32471 1.06207 -3.96004 0.154
C 0.34943 2.06950 -4.91728 -0.384
C 1.08754 1.90848 -6.08039 -0.691
C 1.80781 0.73873 -6.29503 -0.668
C 1.79141 -0.27187 -5.34736 -0.744
H 1.88737 -3.69872 -4.34188 0.466
H 0.62704 -5.42081 -5.60467 0.418
H -1.83556 -5.30406 -5.72081 0.398
H -3.05046 -3.47859 -4.58597 0.426
H -1.77971 -1.73341 -3.34099 0.268
H -0.23725 1.16405 -3.04012 0.293
H -0.20836 2.98191 -4.75035 0.418
H 1.10485 2.69457 -6.82316 0.414
H 2.38298 0.61416 -7.20257 0.414
H 2.34993 -1.18537 -5.51376 0.411
C -2.19460 3.64503 -2.93982 -1.562
C -3.30324 3.99231 -1.94880 0.556
C -2.99150 5.27333 -1.18074 -1.508
C -3.62118 2.80531 -1.03897 -1.026
N -2.43597 2.19051 -0.43789 0.840
C -2.01029 0.93465 -0.53199 -0.788
N -0.90891 0.81963 0.16571 0.343
N -0.66413 2.04290 0.69208 -0.164
N -1.57881 2.86524 0.33668 -0.684
H -2.09441 4.43387 -3.68526 0.517
H -2.39654 2.71004 -3.46876 0.403
H -1.23357 3.55096 -2.42763 0.309
H -4.22812 4.15319 -2.51137 0.427
H -2.06566 5.18118 -0.61382 0.293
H -3.79287 5.52069 -0.48288 0.419
H -2.88598 6.10677 -1.87558 0.419
H -4.09022 2.01204 -1.62138 0.319
H -4.29865 3.08794 -0.23322 0.400
H -2.48764 0.15478 -1.09877 0.391
C 5.30529 -0.54554 -0.67904 -1.182
S 3.75153 0.19230 -0.20634 0.649
C 3.49346 1.16556 -1.68230 -0.955
O 2.75083 -0.93513 -0.23976 -0.698
H 5.15836 -1.11158 -1.59840 0.307
H 5.60949 -1.20750 0.12875 0.368
H 6.04628 0.24192 -0.81323 0.447
H 4.21976 1.97787 -1.69357 0.567
H 2.48638 1.57518 -1.62034 0.152
H 3.59692 0.53967 -2.56836 0.253
```

***

2.
Formula: C34H50AsBrMgN2O7S5Si
Source: OMol25
Level of theory: ωB97M-V/def2-TZVPD

## Properties
E_HOMO, eV: -0.74
Energy above the lowest of the compared OMol25 structures with the same formula, charge and spin, kcal per mole: 47.3
E_tot, Ha: -9252.44403
Net charge: -2

```
102
Properties=species:S:1:pos:R:3:mulliken_charge:R:1
Mg -0.78269 -1.37595 0.80100 0.004
O 0.43061 -0.37605 6.16090 -0.732
C -0.62109 -1.25315 6.12000 0.547
C -1.00449 -1.83245 7.32400 -0.689
C -2.06059 -2.72385 7.36510 -0.334
C -2.73609 -3.05255 6.20210 -0.920
C -2.35189 -2.47565 5.00490 -0.456
C -1.30859 -1.56585 4.94630 0.333
C -0.91399 -0.97675 3.59490 0.647
O -1.04939 -1.78795 2.58810 -0.160
N -1.68009 0.30025 3.45320 0.395
N -2.10039 0.66655 2.27390 -0.319
C -2.25869 1.91895 2.02030 -0.355
C -2.91619 2.39605 0.85940 0.049
Br -3.91389 1.06475 -0.07840 -0.082
C -3.02499 3.68155 0.42760 -0.936
C -2.34909 4.84895 0.93620 0.630
C -2.96259 6.10625 0.80130 -0.432
C -2.37359 7.24905 1.29620 -0.510
C -1.14789 7.18485 1.94250 -0.388
C -0.50679 5.96025 2.04860 -0.771
C -1.08449 4.81395 1.54400 -0.491
H 0.66701 -0.14815 5.24610 0.318
H -0.45219 -1.56325 8.21380 0.433
H -2.35129 -3.16655 8.30930 0.349
H -3.56169 -3.75045 6.23360 0.392
H -2.84139 -2.72295 4.07560 0.484
H 0.16041 -0.60665 3.70420 -0.857
H -1.35009 1.04985 4.07470 0.303
H -1.95929 2.67175 2.76680 0.579
H -3.72019 3.86675 -0.37850 0.290
H -3.92239 6.16775 0.30520 0.386
H -2.86919 8.20395 1.17720 0.353
H -0.68999 8.08125 2.33560 0.366
H 0.46461 5.90405 2.52040 0.382
H -0.53839 3.88385 1.56960 0.727
S -3.25839 -7.92105 -1.89900 -0.406
C -2.68019 -6.49185 -1.29750 0.137
S -1.10559 -6.30465 -0.60260 -0.123
C -1.24419 -4.61365 -0.10980 -0.099
C -2.42129 -3.99405 -0.43170 0.107
S -2.90429 -2.39085 -0.11730 -0.489
S -3.58269 -5.01045 -1.28370 -0.143
S 0.08111 -3.94785 0.71480 -0.684
C 3.60211 -0.08125 2.46160 -1.455
As 2.04221 -1.09465 1.74220 0.728
C 1.87061 -2.47015 3.11820 -1.228
C 2.69981 -2.03505 0.19160 -0.349
O 0.88231 0.01545 1.59390 -0.281
H 4.54701 -0.46495 2.07580 0.392
H 3.60111 -0.15495 3.55350 0.377
H 3.49111 0.96645 2.17530 0.350
H 2.59291 -3.25855 2.91360 0.491
H 0.86731 -2.89275 3.06870 0.209
H 2.04961 -2.05225 4.10960 0.444
H 3.79301 -2.02785 0.18750 0.551
H 2.30571 -1.57785 -0.71070 -0.494
H 2.34501 -3.06445 0.25720 0.377
C -1.32449 2.07865 -2.57050 -1.165
C -1.22449 1.11465 -3.74590 2.102
C -0.69229 1.85055 -4.98950 -1.884
C -2.61519 0.52725 -4.01680 -1.955
O -0.34319 0.05685 -3.49910 0.389
Si 0.60151 -0.26085 -2.18240 -3.321
O -0.13699 -0.75065 -0.90180 2.763
O 1.47061 1.11265 -1.89400 0.856
C 2.74721 1.61525 -2.11110 1.916
C 2.60261 3.14195 -2.27300 -1.949
C 3.42081 1.03355 -3.36140 -1.634
C 3.61121 1.33335 -0.87170 -1.129
O 1.69721 -1.35225 -2.78390 0.223
C 1.39931 -2.50215 -3.53430 1.635
C 2.57901 -3.47225 -3.35840 -1.970
C 1.25761 -2.10805 -5.01170 -1.713
C 0.11501 -3.16915 -3.05360 -1.011
H -2.08739 2.82905 -2.76080 0.759
H -0.36919 2.55625 -2.38780 -0.085
H -1.57629 1.50595 -1.68640 -0.167
H -1.34529 2.67745 -5.26050 0.442
H -0.61519 1.15835 -5.82650 0.321
H 0.30291 2.23345 -4.77340 0.245
H -3.31379 1.31055 -4.30530 0.457
H -2.97589 0.04645 -3.11150 0.257
H -2.56479 -0.21845 -4.80730 0.369
H 1.96161 3.36795 -3.12200 0.343
H 3.57471 3.60605 -2.42850 0.440
H 2.14631 3.55715 -1.37880 0.362
H 2.79121 1.20575 -4.23320 0.307
H 3.53411 -0.03875 -3.23040 0.185
H 4.39791 1.49575 -3.51700 0.485
H 3.03761 1.61715 0.00800 -0.010
H 4.54351 1.89265 -0.90590 0.527
H 3.82951 0.27225 -0.81280 0.196
H 3.51931 -2.98465 -3.61730 0.361
H 2.44051 -4.34265 -3.99780 0.413
H 2.63631 -3.79785 -2.32250 0.245
H 2.20181 -1.72205 -5.39480 0.362
H 0.50961 -1.32385 -5.07850 0.036
H 0.94801 -2.96255 -5.61190 0.452
H 0.20531 -3.37485 -1.99150 -0.211
H -0.06659 -4.09615 -3.59390 0.691
H -0.72429 -2.49485 -3.18910 0.120
```

***

3.
Formula: C34H50P2Tm
Source: OMol25
Level of theory: ωB97M-V/def2-TZVPD

## Properties
Multiplicity: 3
E_HOMO (spin up / spin down), eV: -10.01 / -10.01
Energy above the lowest of the compared OMol25 structures with the same formula, charge and spin, kcal per mole: 1.5
E_tot, Ha: -3093.21905
Net charge: +1
⟨S²⟩: 2.003

```
87
Properties=species:S:1:pos:R:3:mulliken_charge:R:1
Tm 0.43544 0.07858 -0.05775 -0.660
C 0.06512 2.42325 0.07698 0.423
C -0.95402 1.86034 0.91738 0.556
C 1.10935 1.26821 1.82624 0.694
C 1.35141 2.07458 0.63542 0.873
C -0.31650 1.14341 1.98028 0.828
C -0.16768 3.24599 -1.14893 -1.585
H -1.20737 3.16894 -1.48638 0.300
H 0.48416 2.92501 -1.97369 0.363
H 0.03456 4.31940 -0.99801 0.341
C 2.65538 2.49711 0.04496 -1.138
H 2.51112 3.10499 -0.86507 0.388
H 3.29689 1.64529 -0.23986 0.174
H 3.21902 3.11089 0.76528 0.322
C 2.08940 0.63414 2.75549 -1.440
H 2.76885 1.38905 3.18019 0.323
H 2.71346 -0.13217 2.26101 0.235
H 1.58243 0.13671 3.60139 0.420
C -1.02214 0.45136 3.10060 -1.494
H -1.02511 1.05776 4.02102 0.335
H -0.55017 -0.50547 3.36184 0.327
H -2.07045 0.25916 2.84911 0.324
C -2.43153 2.00995 0.75999 -1.642
H -2.83232 2.82044 1.38970 0.300
H -2.96407 1.09682 1.05911 0.326
H -2.71757 2.24027 -0.27164 0.319
C -3.48815 -2.67661 -5.85233 -0.199
C -4.26198 -1.59140 -5.71802 -0.637
C -5.73519 -1.56287 -5.42006 -0.627
C -6.29300 -2.75548 -4.61158 -1.010
C -5.56608 -3.06605 -3.33225 -0.098
C -4.49688 -3.84824 -3.17518 -0.610
C -3.78316 -4.64675 -4.23146 -0.295
C -3.90108 -4.10937 -5.67400 -0.993
H -6.31735 -1.50968 -6.35878 0.338
H -6.35415 -3.63757 -5.25914 0.312
H -5.95417 -0.62359 -4.88411 0.306
H -4.91785 -4.28605 -6.04329 0.304
H -2.46123 -2.56575 -6.22261 0.389
H -3.85412 -0.60601 -5.97227 0.656
H -3.23581 -4.72621 -6.30056 0.439
H -2.71844 -4.70886 -3.94825 0.218
H -4.12677 -4.04312 -2.15993 0.435
H -4.15439 -5.68800 -4.23677 0.417
H -7.33064 -2.49992 -4.34111 0.418
H -6.05837 -2.64061 -2.44791 0.370
P -1.09056 -0.59490 -2.35065 1.192
P -0.95310 -2.31734 0.43411 1.129
C -1.68015 -2.37028 -2.36403 -0.477
C -1.20584 -3.23837 -1.16862 -1.033
H -1.33805 -2.81114 -3.31644 0.528
H -2.78398 -2.35307 -2.43242 -0.233
H -1.95337 -4.02403 -0.95634 0.672
H -0.24414 -3.73173 -1.40584 0.390
C -0.00837 -3.40228 1.56200 -1.331
H -0.02414 -2.97450 2.57520 0.362
H 1.03655 -3.46533 1.23133 0.306
H -0.45170 -4.40672 1.59184 0.443
C -2.62761 -2.40273 1.16076 -1.399
H -3.02232 -3.42328 1.04295 0.466
H -3.28731 -1.68997 0.64582 0.318
H -2.58279 -2.14691 2.22934 0.391
C -0.02215 -0.42477 -3.82621 -1.337
H 0.35072 0.60890 -3.85797 0.400
H -0.59615 -0.62889 -4.73856 0.379
H 0.83267 -1.10666 -3.76050 0.352
C -2.53664 0.39054 -2.89054 -0.959
H -3.25695 0.48749 -2.06603 0.312
H -3.03505 -0.07312 -3.75830 -0.047
H -2.19306 1.39682 -3.17317 0.443
C 7.05203 -1.44044 0.40817 -0.585
C 6.31611 -0.40201 1.03252 -0.973
C 4.95414 -0.25572 0.76400 -0.156
C 4.25133 -1.10677 -0.12156 0.685
C 2.85809 -0.99059 -0.41412 0.200
C 2.29902 -1.85960 -1.32524 0.728
C 3.05773 -2.90711 -1.95187 -1.177
C 4.39370 -3.04754 -1.65909 -1.176
C 5.02713 -2.15907 -0.75260 0.871
C 6.39945 -2.29943 -0.45898 -0.655
H 8.11883 -1.56002 0.61668 0.367
H 6.82831 0.27348 1.72507 0.406
H 4.37123 0.53229 1.24190 0.238
H 1.23257 -1.78846 -1.61970 -0.520
H 2.55240 -3.57621 -2.65174 0.435
H 4.99829 -3.83792 -2.10926 0.337
H 6.93310 -3.11980 -0.93987 0.361
```

***

4.
Formula: C34H51BBrN10OPb
Source: OMol25
Level of theory: ωB97M-V/def2-TZVPD

## Properties
E_HOMO, eV: -10.41
Energy above the lowest of the compared OMol25 structures with the same formula, charge and spin, kcal per mole: 8.1
E_tot, Ha: -4740.67130
Net charge: +1

```
99
Properties=species:S:1:pos:R:3:mulliken_charge:R:1
Pb -0.35700 -0.36060 0.52520 2.116
C -1.86960 -3.77860 1.24140 -1.616
C -1.53060 -2.93710 2.41390 0.565
C -1.74990 -3.25320 3.74970 -1.791
C -1.23380 -2.18980 4.47040 1.249
C -1.23070 -2.02600 5.94400 -1.397
N -0.73390 -1.30320 3.59340 0.417
N -0.92380 -1.75090 2.33700 0.426
B 0.00530 0.00260 3.93220 -1.232
N 1.39610 0.00960 3.27220 0.665
N 1.56460 0.16130 1.94660 0.265
C 2.86700 0.32180 1.71630 0.459
C 3.42490 0.57550 0.36390 -0.712
C 3.56230 0.24580 2.92160 -1.914
C 2.59300 0.04560 3.88940 1.127
C 2.80240 -0.13500 5.34810 -1.359
N -0.80690 1.19240 3.40290 0.485
N -1.09970 1.35240 2.09910 0.311
C -1.75140 2.50780 1.96950 0.159
C -2.19150 3.06230 0.66460 -0.422
C -1.89490 3.09960 3.22320 -1.744
C -1.27930 2.23540 4.11030 1.222
C -1.15900 2.37610 5.58450 -1.352
H -1.28970 -4.70400 1.27810 0.366
H -1.65290 -3.24540 0.32430 0.079
H -2.92330 -4.05920 1.27110 0.458
H -2.21940 -4.13620 4.12890 0.567
H -1.71830 -2.88370 6.39790 0.368
H -1.76760 -1.12650 6.23520 0.247
H -0.21530 -1.95460 6.32510 0.244
H 0.12850 0.09170 5.09860 -0.080
H 2.64910 0.96120 -0.29280 -0.307
H 3.82930 -0.33970 -0.07290 0.159
H 4.23970 1.29770 0.42870 0.480
H 4.62020 0.32910 3.06680 0.526
H 3.87080 -0.14970 5.55320 0.358
H 2.36680 -1.07310 5.68630 0.253
H 2.34630 0.67320 5.91600 0.236
H -2.15580 2.29600 -0.10240 -0.490
H -1.52630 3.87470 0.36840 0.242
H -3.19910 3.46640 0.74340 0.454
H -2.38310 4.02620 3.44010 0.537
H -1.65120 3.29040 5.90450 0.351
H -0.11510 2.41320 5.88720 0.273
H -1.62660 1.52970 6.08260 0.221
N 1.14580 -2.50950 -0.10920 -0.289
C 0.68710 -3.51360 -1.06930 -0.752
C -0.07650 -2.89810 -2.26220 -0.890
N -1.00340 -1.86300 -1.83870 0.065
C -2.41040 -2.03530 -2.16920 -0.865
C -3.31880 -1.40890 -1.09720 -0.857
N -2.78060 -0.12990 -0.63890 -0.425
H 1.39760 -2.94880 0.76970 0.263
H 1.95800 -2.01510 -0.45880 -0.117
H 1.51670 -4.11220 -1.47640 0.449
H 0.02660 -4.19480 -0.53570 0.244
H 0.64530 -2.49250 -2.97630 0.359
H -0.60370 -3.71740 -2.76480 0.443
H -0.68660 -0.96470 -2.18220 0.231
H -2.65730 -1.58630 -3.14060 0.422
H -2.64430 -3.10070 -2.23700 0.459
H -4.32590 -1.31130 -1.52490 0.406
H -3.37950 -2.05670 -0.22480 0.331
H -2.68920 0.50090 -1.42880 -0.142
H -3.42130 0.29780 0.02180 0.186
Br -3.03220 1.55010 -3.83730 -0.114
C -1.63520 2.71570 -3.25520 0.235
C -1.45850 3.93540 -3.88570 -0.743
C -0.44560 4.74510 -3.39830 -0.401
C 0.32790 4.29480 -2.33650 -0.980
C 0.05150 3.05010 -1.79580 -0.294
N -0.92140 2.27370 -2.24580 0.395
H -2.09350 4.23510 -4.70540 0.469
H -0.27040 5.71610 -3.83780 0.439
H 1.11930 4.90900 -1.93500 0.456
H 0.61230 2.64630 -0.96500 0.582
C 7.00960 0.82130 -6.06380 -1.427
C 5.86120 0.51080 -5.16090 0.638
C 4.87450 1.45180 -4.89740 -1.301
C 3.79680 1.17050 -4.07340 0.338
C 2.76610 2.22160 -3.82700 -0.735
C 3.68840 -0.10600 -3.48350 -0.119
C 2.55230 -0.46660 -2.65860 0.171
O 1.62590 0.23140 -2.29010 0.091
C 4.70040 -1.06420 -3.72700 1.646
C 4.67560 -2.42890 -3.10200 -1.545
C 5.75740 -0.74120 -4.55590 -1.246
H 6.95940 1.84260 -6.43350 0.375
H 7.01440 0.14280 -6.91640 0.341
H 7.95340 0.68510 -5.53730 0.351
H 4.94210 2.42980 -5.35160 0.311
H 3.00830 3.13160 -4.36900 0.427
H 2.70380 2.44860 -2.76370 0.116
H 1.78180 1.87360 -4.13800 0.192
H 2.56280 -1.52880 -2.35500 -0.071
H 4.67530 -2.36280 -2.01450 0.303
H 5.55680 -2.98820 -3.40370 0.395
H 3.79610 -2.98950 -3.41630 0.314
H 6.52600 -1.47710 -4.74750 0.400
```

***

Question: Number 4 is which compound?
Answer: C34H51BBrN10OPb